DFT (ωB97M-V/def2-TZVPD) results for a cluster of 2 separate species, C8H13Cl3N2O in total in a non-equilibrium geometry.

The geometry in ORCA input format:
```
! wB97M-V def2-TZVPD RIJCOSX def2/J DEFGRID3
* xyz 0 1
C -3.08926 0.21181 1.19672
C -2.96852 0.83072 2.34409
C 0.44712 2.84890 0.54582
C -1.77130 -0.74900 -0.59713
C 0.37467 -1.41508 0.13329
C -1.21470 -3.19320 -0.87704
C 2.31191 3.57172 -0.52912
C -0.66865 -1.72737 -0.93766
N -2.08807 -0.48439 0.59530
N -0.11812 3.15254 -0.52901
O 1.71128 3.00800 0.68525
Cl -4.62012 0.00676 0.39193
Cl -2.71048 -0.35273 -2.08009
Cl -1.80013 2.89419 -0.74814
H -1.97910 1.01033 2.78336
H -3.79859 1.11060 2.80570
H 0.03579 2.32022 1.44699
H -0.03978 -1.54422 1.18830
H 0.59982 -0.36069 0.17806
H 1.34437 -1.96951 0.01222
H -0.90216 -3.82008 -0.06324
H -0.92326 -3.56462 -1.81781
H -2.27073 -3.03714 -0.89833
H 1.92418 2.98581 -1.48314
H 3.34962 3.58054 -0.22679
H 2.04020 4.59088 -0.75672
H -0.26405 -1.54360 -1.98690
*
```

Output
SMILES ... C=C(Cl)/N=C(\Cl)C(C)C.CO/C=N/Cl
E_HOMO ... -9.140 eV



DFT (ωB97M-V/def2-TZVPD) results for a cluster of 8 separate species, C28H42F6O14P in total in a non-equilibrium geometry.

The geometry in ORCA input format:
```
! wB97M-V def2-TZVPD RIJCOSX def2/J DEFGRID3
* xyz -1 1
P -1.38301 -9.57263 -10.88256
F -0.98741 -11.06209 -10.40049
F -0.19498 -9.62256 -12.00428
F -2.36159 -10.21977 -12.02562
F -1.73759 -8.11291 -11.56048
F -2.58252 -9.41958 -9.81852
F -0.30157 -8.92637 -9.86854
O -5.97718 -10.87984 -4.42055
C -5.38961 -10.54729 -5.41954
O -5.17896 -9.24660 -5.64126
C -4.04747 -9.07269 -6.55305
C -3.99002 -10.36565 -7.31958
C -4.59634 -11.42209 -6.38161
H -3.20092 -8.75538 -5.94144
H -4.22416 -8.19981 -7.18245
H -2.95480 -10.60835 -7.55608
H -4.55123 -10.26103 -8.24371
H -3.85602 -12.04368 -5.88682
H -5.22821 -12.07244 -6.98335
O 1.39963 -16.59223 -9.24082
C 1.40483 -15.40235 -9.39115
O 0.79271 -14.76500 -10.38180
C 1.25576 -13.40738 -10.52005
C 1.71332 -13.04656 -9.11184
C 2.12727 -14.38670 -8.52959
H 0.44252 -12.76773 -10.85947
H 2.05114 -13.36378 -11.26570
H 0.92489 -12.53638 -8.56186
H 2.55851 -12.36750 -9.24346
H 1.99965 -14.61264 -7.47249
H 3.20768 -14.52048 -8.65394
O 1.58713 -5.27947 -8.55895
C 1.35661 -5.31904 -9.72404
O 2.36993 -5.06688 -10.63395
C 1.90232 -5.17039 -11.97702
C 0.62132 -6.01014 -11.87345
C 0.12511 -5.73689 -10.46455
H 2.60000 -5.75884 -12.56804
H 1.67634 -4.21293 -12.44636
H 0.84066 -7.07194 -11.99002
H -0.07532 -5.74604 -12.66730
H -0.57912 -6.35827 -9.92466
H -0.44406 -4.78978 -10.50639
O -1.18714 -13.27290 -14.55212
C -1.85810 -13.96062 -13.85097
O -1.80090 -15.31170 -13.90856
C -2.60412 -15.92220 -12.87640
C -2.59818 -14.81005 -11.80196
C -2.83200 -13.60826 -12.70428
H -2.02089 -16.80947 -12.65310
H -3.63775 -16.09473 -13.17903
H -1.60789 -14.78594 -11.34958
H -3.33030 -14.92283 -11.00376
H -2.56143 -12.62286 -12.33464
H -3.79888 -13.68832 -13.20742
O 1.65435 -6.64020 -15.56136
C 0.69430 -7.22213 -15.99210
O 0.33274 -7.23686 -17.26943
C -0.94913 -7.90724 -17.45690
C -1.18677 -8.68898 -16.17551
C -0.38900 -7.92277 -15.16838
H -0.92177 -8.51495 -18.35603
H -1.63966 -7.07152 -17.57936
H -0.88039 -9.73333 -16.25766
H -2.26630 -8.70610 -16.00617
H 0.01641 -8.31793 -14.24237
H -0.93727 -7.01055 -14.88427
O -5.11085 -7.75486 -15.70138
C -5.47353 -8.34332 -14.72590
O -6.69306 -8.88975 -14.58011
C -6.80245 -9.70510 -13.38998
C -5.40678 -9.66008 -12.73119
C -4.74925 -8.45685 -13.39430
H -7.08662 -10.66943 -13.79946
H -7.51484 -9.38382 -12.63049
H -4.86200 -10.59692 -12.87774
H -5.30614 -9.59130 -11.64685
H -3.67432 -8.44601 -13.52975
H -5.12517 -7.53755 -12.93419
O 2.38293 -11.09074 -17.10239
C 2.49120 -11.18125 -15.91533
O 3.61053 -10.77487 -15.26990
C 3.43439 -10.87156 -13.85440
C 1.91039 -11.12771 -13.61360
C 1.50708 -11.73919 -14.92713
H 3.82475 -10.01088 -13.31939
H 3.93686 -11.76812 -13.47930
H 1.32419 -10.23426 -13.43512
H 1.85662 -11.82540 -12.78043
H 0.45949 -11.58000 -15.16277
H 1.64461 -12.82554 -14.94403
*
```

Output
E_HOMO ... -7.973 eV



DFT (ωB97M-V/def2-TZVPD) results for a cluster of 2 separate species, C23H17F2 in total in a non-equilibrium geometry.

The geometry in ORCA input format:
```
! wB97M-V def2-TZVPD RIJCOSX def2/J DEFGRID3
* xyz 1 1
F -5.99544 2.63503 1.58561
C -4.71607 2.15249 1.57744
C -4.50668 0.77634 1.55001
C -3.20076 0.31387 1.45552
C -2.07910 1.19544 1.32114
C -0.77158 0.60889 1.23390
C 0.53206 1.19455 1.30866
C 1.65444 0.30598 1.29387
C 2.96465 0.75605 1.39021
C 3.17686 2.12935 1.51249
F 4.45713 2.60851 1.52778
C 2.13348 3.04822 1.55474
C 0.82803 2.58226 1.50008
C -2.37218 2.59607 1.34662
C -3.66902 3.07063 1.50154
H -5.35618 0.09236 1.59583
H -3.02466 -0.76447 1.50238
H -0.75868 -0.47833 1.33429
H 1.47585 -0.76982 1.22242
H 3.80857 0.07043 1.35841
H 2.32899 4.11492 1.63716
H 0.02813 3.29436 1.64380
H -1.57433 3.31962 1.24881
H -3.86118 4.13958 1.53648
C -0.78046 -1.14023 -1.01446
C -0.95484 -0.19705 -2.04744
C 0.06343 -0.41553 -3.01190
C 0.89828 -1.50831 -2.58771
C 0.34338 -1.98614 -1.31560
C 0.72871 -3.09313 -0.56923
C 1.81275 -3.92702 -0.80493
C 2.79537 -3.85227 -1.79025
C 2.88921 -2.98930 -2.88201
C 2.01291 -1.98531 -3.26905
H -1.45067 -1.32686 -0.18220
H -1.72705 0.56468 -2.08258
H 0.20125 0.10406 -3.95964
H 0.08897 -3.33815 0.28375
H 1.93268 -4.74310 -0.08949
H 3.61636 -4.57509 -1.69270
H 3.76789 -3.12455 -3.52524
H 2.25951 -1.45901 -4.19854
*
```

Output
E_HOMO ... -10.248 eV



DFT (ωB97M-V/def2-TZVPD) results for a structure of composition C37H52BrN8O5PS in a non-equilibrium geometry.

The geometry in ORCA input format:
```
! wB97M-V def2-TZVPD RIJCOSX def2/J DEFGRID3
* xyz 0 1
C -4.10197 -0.71472 1.44013
O -5.16718 -1.53315 1.87020
C -5.37102 -2.73913 1.17486
C -4.91057 -4.00355 1.94919
C -3.92015 -3.71190 3.08096
C -2.92322 -4.83014 3.44203
O -3.24830 -6.12714 2.87284
S -2.30242 -6.77345 1.74259
O -3.16349 -7.61597 0.98184
O -2.05109 -5.41350 0.76204
P -2.01886 -5.75750 -0.85888
O -3.36966 -5.01205 -1.25594
Br -0.51826 -4.18230 -1.51960
H -4.48740 0.25257 1.12576
H -3.56202 -1.14294 0.59622
H -3.41856 -0.54555 2.26846
H -4.91929 -2.71019 0.18461
H -6.44057 -2.81917 1.00942
H -4.53070 -4.72299 1.23563
H -5.80336 -4.42954 2.39000
H -3.36217 -2.79822 2.90677
H -4.51503 -3.53112 3.96787
H -2.98232 -4.96791 4.51610
H -1.89645 -4.54677 3.25598
H -3.60421 -4.37010 -0.56980
N 1.89331 -0.88670 0.46083
C 2.20099 0.43914 0.59384
C 1.32358 1.15204 -0.17844
C 0.45052 0.21694 -0.79895
C 0.82529 -1.03419 -0.38157
H 2.37854 -1.63960 0.91437
H 3.01485 0.75959 1.22090
H 1.30866 2.22348 -0.28934
H -0.35860 0.43841 -1.47580
H 0.42174 -2.00795 -0.61374
N -2.71217 -2.94170 -4.14348
C -2.80951 -1.81978 -4.91993
C -3.67039 -2.09476 -5.94808
C -4.11069 -3.43682 -5.78280
C -3.50253 -3.93036 -4.65977
H -2.14626 -3.02850 -3.31810
H -2.26009 -0.92666 -4.67705
H -3.95307 -1.41222 -6.73139
H -4.79510 -3.97599 -6.41545
H -3.56600 -4.89432 -4.18555
N 4.02653 -1.52356 -1.92779
C 5.11380 -0.70103 -1.84064
C 6.18275 -1.35729 -2.39064
C 5.71791 -2.62677 -2.83058
C 4.38312 -2.69668 -2.53211
H 3.10291 -1.29745 -1.59993
H 5.03322 0.27671 -1.39812
H 7.18467 -0.97117 -2.47156
H 6.29631 -3.39703 -3.31169
H 3.66111 -3.47762 -2.69848
N -3.22059 -5.76838 8.01550
C -2.57602 -5.38452 9.15949
C -1.41765 -6.10716 9.24965
C -1.36031 -6.96065 8.11344
C -2.48598 -6.72681 7.37153
H -4.09934 -5.40424 7.69912
H -2.99441 -4.63463 9.80778
H -0.69158 -6.03406 10.04120
H -0.58228 -7.66421 7.87080
H -2.82570 -7.15919 6.44584
N -0.63299 -0.77901 2.87650
C -0.59609 -0.20206 4.11597
C -0.18445 -1.15325 5.01019
C 0.04241 -2.35138 4.27783
C -0.24592 -2.08521 2.96525
H -0.89801 -0.31336 2.02906
H -0.86231 0.83121 4.25528
H -0.05395 -1.00736 6.06892
H 0.38027 -3.29611 4.67107
H -0.20391 -2.71151 2.08939
N 4.28497 4.56637 -2.22484
C 3.35380 3.56662 -2.15904
C 2.34510 3.87628 -3.03106
C 2.68368 5.11329 -3.64761
C 3.88631 5.51157 -3.13086
H 5.13214 4.60226 -1.68958
H 3.48675 2.72291 -1.50392
H 1.46427 3.28194 -3.20925
H 2.11037 5.64752 -4.38634
H 4.48991 6.38094 -3.32929
N 5.86977 10.08978 -1.98033
C 7.13481 10.34430 -2.43443
C 7.72777 9.14440 -2.71728
C 6.78048 8.12528 -2.42294
C 5.64430 8.74189 -1.97129
H 5.20720 10.78660 -1.69677
H 7.50256 11.35191 -2.51839
H 8.72727 9.01007 -3.09395
H 6.92131 7.06287 -2.53289
H 4.69976 8.33933 -1.64730
N -1.17401 7.75805 -2.36861
C -1.86287 8.67948 -3.11003
C -1.64628 8.39777 -4.43124
C -0.79392 7.26006 -4.48781
C -0.52124 6.88905 -3.19898
H -1.14915 7.72524 -1.36719
H -2.44459 9.45130 -2.63700
H -2.05258 8.94432 -5.26521
H -0.42509 6.77181 -5.37407
H 0.07884 6.08695 -2.80453
*
```

Output
E_HOMO ... -8.161 eV